Record 1
Here is a 2-piece molecular cluster, C22H38NO6S overall in a non-equilibrium geometry from the OMol25 dataset. Energies are from ωB97M-V/def2-TZVPD.

## Properties
E = -1765.3357 a.u.
2S+1 = 1
Charge = -1

The geometry in XYZ format:
```
68
Properties=species:S:1:pos:R:3:forces:R:3
S 0.9569 -4.7698 0.5925 0.066 -0.125 -0.141
O -2.4219 3.5038 2.4894 0.098 -2.752 -0.259
O 0.3865 -5.5993 -0.4425 0.062 0.271 -0.048
O -4.4537 2.5677 2.3290 1.780 -0.340 -0.298
O 4.2343 3.4996 -0.1722 -1.509 -0.750 0.349
O 4.2728 2.0404 -1.9106 -2.481 1.214 3.220
O 1.4790 -3.4553 0.3225 -0.163 -0.266 -0.197
N 2.5338 0.3853 -0.5144 -0.735 -0.383 1.573
C -1.0250 -0.9986 -1.3450 0.486 1.155 1.272
C -3.4311 0.1522 -1.6084 -0.567 0.326 0.815
C -1.0073 3.1346 2.4134 0.751 0.424 -1.496
C 1.4472 -0.3002 -1.2600 -0.188 -1.921 1.311
C -3.1671 1.7109 -1.7659 0.524 -0.698 0.221
C 2.3220 1.8572 -0.3869 0.485 1.310 0.406
C -0.4766 3.6423 0.9926 0.189 0.251 0.675
C 0.1465 -0.5210 -0.3370 -0.016 -0.542 -2.165
C 3.0357 -0.7454 1.8116 -0.637 -0.489 -0.528
C 2.8322 -0.2368 0.7147 -0.466 0.270 -0.375
C -0.1944 -4.6559 1.9607 -0.358 -0.012 0.454
C -3.2481 2.4226 2.2167 -2.091 1.322 0.604
C 0.0324 2.3113 -4.1514 -0.038 0.056 0.315
C -1.4756 1.8102 -3.8363 1.521 0.913 0.055
C 1.1075 3.7824 0.9300 0.104 -0.634 -0.441
C -1.7268 2.1001 -2.2995 -0.550 0.591 -0.452
C 0.4313 -5.4460 3.1132 -0.014 -0.108 0.132
C 3.7165 2.5575 -0.8135 2.725 -0.872 -3.374
C -2.4168 -0.6077 -0.6567 -0.327 -1.583 -1.045
C 1.8458 2.3498 1.0429 0.091 1.372 -0.095
C 1.9512 -5.3953 2.9324 0.006 0.093 0.098
C 2.2041 -5.7058 1.4622 0.315 -0.186 0.319
H -3.5303 -0.3591 -2.6146 0.411 0.505 1.090
H 1.1124 1.6697 1.5623 1.051 0.301 -0.575
H -3.2822 2.1733 -0.7320 -0.071 -0.425 -1.265
H 2.9414 -1.3468 2.7481 0.428 1.183 -1.493
H 2.0364 -6.7632 1.2487 -0.027 0.080 -0.058
H -0.8713 1.6690 -1.6888 -1.181 0.283 -0.634
H -4.4602 0.0534 -1.1198 1.178 0.159 -0.681
H -0.9292 2.0027 2.4744 0.167 1.432 0.211
H 3.1953 -5.4070 1.1240 -0.132 0.063 -0.149
H -0.9012 2.9310 0.2248 0.679 0.670 0.586
H -0.3116 -3.6017 2.2155 0.080 -0.027 -0.150
H 0.4758 2.8106 -3.2284 -0.512 -0.625 -1.183
H -0.4395 3.6549 3.2345 -0.803 -0.673 -0.669
H 2.4608 -6.1060 3.5852 -0.012 0.056 -0.043
H -0.9452 4.6565 0.7801 0.449 -1.183 0.409
H 1.5632 2.2505 -1.1432 0.861 -1.020 0.726
H 0.0634 3.0770 -4.9792 -0.071 -0.866 0.800
H 1.3923 4.2580 -0.0653 -0.283 -0.491 1.322
H -2.2291 -0.0914 0.3297 -0.282 -0.227 -1.187
H 1.1977 0.1774 -2.2488 0.474 0.009 1.267
H -2.8665 1.3987 1.9054 0.504 1.356 0.343
H -2.9175 -1.6013 -0.3917 0.489 1.284 -0.159
H -0.8756 -0.4704 -2.3400 -0.389 -0.666 1.193
H -0.1242 0.4264 0.2119 0.202 -0.936 -0.638
H -1.1545 -5.0739 1.6597 0.093 0.127 -0.154
H 0.7266 1.4676 -4.4267 -0.743 0.844 0.265
H 0.0943 -6.4864 3.0723 0.030 0.060 -0.011
H -1.5413 0.7257 -4.1334 -0.283 1.100 0.432
H -1.6348 3.2325 -2.1726 -0.030 -1.363 -0.192
H 2.7815 2.5151 1.6638 -1.211 -0.460 -0.628
H 1.8203 -1.3528 -1.4973 -0.413 1.298 0.144
H -3.9683 2.1124 -2.4617 0.969 -0.187 0.861
H 0.1256 -5.0409 4.0797 -0.001 -0.027 -0.075
H 1.4992 4.4656 1.7538 -0.705 -0.772 -1.022
H -2.1409 2.4524 -4.4883 0.333 -0.989 0.851
H 2.3180 -4.3927 3.1716 0.024 -0.068 -0.049
H -0.8914 -2.1048 -1.5160 -0.381 1.109 0.150
H 0.3196 -1.3727 0.3792 0.043 1.181 -0.541
```
Forces are in eV/Å.

How positive or negative is each atom? The Mulliken charges in e answer that: 1.07 -0.38 -0.74 -0.54 -0.70 -0.79 -0.46 0.19 -0.63 -0.82 -0.36 -0.96 -0.59 1.27 0.23 0.46 -0.50 -0.19 -0.59 0.49 -0.91 -0.46 -0.99 0.42 -0.67 0.08 -0.21 -0.57 -0.46 -0.78 0.29 0.31 0.13 0.32 0.34 -0.77 0.38 0.30 0.39 -0.53 0.28 0.13 0.25 0.35 0.53 -1.00 0.34 0.41 -0.13 0.39 0.12 0.32 0.08 -0.30 0.43 0.26 0.28 0.25 0.59 0.52 0.29 0.36 0.35 0.28 0.45 0.21 0.50 0.38

Record 2
Here is C22H39AlBeBrClF4MgN5NaO16PS as an isolated structure in a non-equilibrium geometry from the OMol25 dataset. Energies are from ωB97M-V/def2-TZVPD.

## Properties
E = -7131.5197 a.u.
2S+1 = 1
Charge = -1

The geometry in XYZ format:
```
94
Properties=species:S:1:pos:R:3:forces:R:3
Br -6.7228 -1.6249 -7.4570 0.148 0.138 -1.130
Cl 4.2149 1.3044 -2.3394 -0.842 -0.518 0.485
S 4.9684 -1.9102 -0.1271 0.043 0.244 0.187
P 3.2051 -0.4261 -1.8569 0.573 -1.402 -1.546
Al 5.7267 1.7872 -6.0828 -0.320 2.367 0.062
Mg 6.2977 -1.0808 -6.1589 -0.584 0.504 0.150
Na -0.4391 -0.6103 -2.4336 -2.591 0.740 -0.783
F 4.7771 0.3522 -5.6768 1.265 -0.562 -0.455
F 7.0158 1.8890 -4.9810 -0.471 -0.761 -0.421
F 6.3447 1.5493 -7.6541 -0.199 -0.815 0.733
F 4.7582 3.1620 -6.0033 0.275 -0.776 -0.014
O 2.4839 4.3372 3.4128 -0.495 0.457 0.735
O 3.3661 3.6984 4.9086 -1.598 -2.628 -0.459
O -0.7253 5.4305 -3.1740 0.028 -0.083 -0.016
O -1.3252 3.4305 -2.6270 -0.027 -0.589 -0.124
O 2.6451 1.2615 0.4375 0.919 0.253 0.486
O 2.6820 -3.1506 3.9403 0.002 -0.047 -1.304
O 4.9277 1.1748 0.8448 -0.963 -0.002 -0.394
O 0.2713 -5.4439 4.5178 0.699 1.049 -1.505
O -7.3051 -0.7428 -4.5323 0.111 -0.205 0.338
O -5.5889 -0.5632 -2.1850 0.231 0.014 -0.098
O 1.5716 -0.0393 -2.0646 0.361 0.788 0.299
O 4.7521 2.7162 6.2066 -1.091 -0.433 -0.634
O 2.4660 4.8654 1.3475 -0.881 -0.280 0.901
O 4.8106 4.8468 6.0781 -0.462 -0.037 -0.501
O 4.3177 4.9083 2.4049 -0.263 -0.199 0.673
O -2.1606 5.1378 -1.5931 -0.085 -0.143 0.130
N 4.3543 3.7701 5.7627 2.566 2.394 1.102
N -1.4013 4.6762 -2.4686 0.038 0.395 -0.088
N 1.7502 -1.8952 5.9344 -0.231 0.715 -0.181
N 3.1289 4.7231 2.3495 2.429 0.846 -1.820
N -1.6666 1.2603 -0.4807 0.900 -0.429 -0.204
C -0.7148 -1.8883 1.1245 0.061 0.234 0.681
C -0.9681 2.4147 1.6396 0.770 1.176 -1.490
C 3.5727 -0.7485 -0.0284 0.346 1.519 0.670
C -2.0890 -1.9730 0.9086 0.156 -0.221 0.049
C -0.3180 -3.0022 -0.9318 0.717 0.090 -0.536
C -7.0690 -2.1401 -4.5458 0.301 -0.336 0.037
C 2.3968 -1.0526 0.9758 0.757 -0.931 -0.284
C -7.7369 -0.2800 -3.2651 0.049 0.238 -0.416
C -6.6006 0.3839 -2.5164 -0.301 -0.149 0.368
C 1.6399 0.3109 0.9172 -0.326 0.584 0.299
C 3.8981 0.6904 0.4910 -0.178 -1.029 -0.104
C -1.6830 -3.0968 -1.1692 -0.412 0.074 0.093
C 1.7427 -2.3751 0.4345 -1.413 0.649 0.097
C -2.5767 -2.5923 -0.2287 -0.422 0.130 0.068
C 1.7635 -1.0358 4.7212 -1.153 -1.020 0.092
C 0.2212 -2.3934 0.2239 -0.204 -0.049 -0.590
C -4.4886 -0.4870 -3.0691 0.111 0.047 0.091
C 3.0036 -1.3026 2.4033 -0.556 -0.123 0.203
C -1.1595 2.5387 0.0762 -0.326 -0.154 0.814
C 2.0423 -1.9472 3.4603 0.806 -0.363 0.929
C 1.1415 0.9679 2.1953 -0.391 0.550 0.758
C 0.5469 2.3877 1.9663 -0.654 -0.605 1.021
Be 0.9885 -4.4604 2.0475 -0.867 -1.302 1.755
H 0.3553 0.3867 2.7049 0.265 -0.035 -0.333
H 1.0958 2.9734 1.2277 -0.057 -0.273 0.109
H -4.8038 -0.4567 -4.1144 0.009 0.014 0.003
H -0.2053 2.7881 -0.4053 -0.257 -0.196 0.136
H 2.1889 -2.7139 -0.5137 0.061 0.111 0.369
H -6.9835 0.7919 -1.5758 0.024 0.021 0.003
H -0.3279 -6.1825 4.3574 0.019 0.019 -0.250
H -6.5115 -2.4109 -5.4783 -0.494 0.287 0.866
H 3.3880 -0.3724 2.8420 -0.064 -0.121 -0.387
H -2.0731 -3.5763 -2.0670 0.230 0.032 0.173
H 1.0660 -2.2810 3.0598 0.201 0.483 -0.131
H 1.9545 -3.2106 1.1599 0.479 0.458 -0.362
H 1.9225 1.1081 2.9587 0.111 -0.356 -0.525
H -1.8635 1.3905 -1.4697 -0.551 0.623 0.200
H -8.0226 -2.6789 -4.5441 0.043 -0.097 -0.015
H -6.4692 -2.4500 -3.6813 -0.079 0.018 0.067
H -1.5435 1.5912 2.0867 0.201 0.105 -0.122
H -0.3899 -1.4104 2.0466 0.003 -0.039 -0.295
H -2.5067 1.0064 0.0247 -0.161 -0.031 -0.394
H -1.8236 3.3847 -0.1543 0.078 -0.397 -0.037
H 1.0114 -0.7326 -1.7101 2.210 -0.465 1.462
H 0.7224 -0.6799 4.6107 0.577 0.604 -0.301
H 0.3509 -3.4213 -1.6937 -0.019 0.028 0.349
H 0.6915 2.9022 2.9297 -0.061 -0.120 -0.310
H -3.6573 -2.6699 -0.3568 0.318 0.002 -0.181
H -8.5244 0.4609 -3.4394 -0.004 0.016 0.044
H 1.6803 -1.2936 6.7524 0.105 0.005 -0.117
H 4.4749 -2.7858 -1.0411 -0.118 0.460 0.249
H -6.1842 1.2120 -3.0958 0.001 -0.054 -0.059
H -3.8889 0.4042 -2.8381 0.023 0.040 -0.144
H -3.8704 -1.3768 -2.9176 -0.069 -0.051 0.049
H 3.8655 -1.9829 2.3432 -0.348 0.120 -0.172
H 0.7727 0.3407 0.2404 0.480 -0.165 -0.177
H 0.8505 -2.3729 5.8984 0.299 -0.340 0.228
H -2.7839 -1.5827 1.6512 0.238 -0.033 -0.170
H 2.0525 -3.8900 3.9396 -0.025 0.053 0.837
H -1.3517 3.3689 2.0343 -0.044 -0.451 0.109
H -8.1679 -1.0968 -2.6765 0.060 0.015 0.064
H 2.4544 -0.1934 4.8244 -0.039 -0.293 -0.041
```
Forces are in eV/Å.

How positive or negative is each atom? The Mulliken charges in e answer that: -0.55 -0.10 -0.17 -0.05 0.74 0.59 0.92 -0.38 -0.37 -0.37 -0.36 -0.23 -0.25 -0.65 -0.63 -0.40 -0.58 -0.56 -0.72 -0.27 -0.33 -0.66 -0.46 -0.50 -0.55 -0.56 -0.67 1.05 0.98 -0.65 1.28 -0.30 1.19 -0.97 1.68 -1.56 -1.03 -0.59 2.65 -0.55 -0.56 -0.17 -1.21 -0.97 -1.82 -0.39 -1.01 1.17 -0.62 -1.37 -1.20 0.18 0.50 -1.20 0.37 -0.26 0.50 0.47 0.47 0.51 0.38 0.19 0.09 0.76 0.48 0.45 0.38 0.10 0.21 0.33 0.24 0.46 0.15 0.16 0.69 0.24 0.23 0.43 0.45 0.49 0.38 0.26 0.18 0.34 0.25 0.07 0.62 -0.57 0.26 0.47 0.21 0.35 0.32 0.49

Number 1: HOMO level -4.0 eV. Number 2: HOMO level -5.1 eV.